1.
C33H72B2Br24ClN3O2P | ωB97M-V/def2-TZVPD

CARTESIAN COORDINATES (ANGSTROEM)
C 0.2233 -0.8532 2.3677
C -0.8629 -0.5109 1.9313
P -2.6287 0.0411 1.1979
Cl -1.7969 -0.4905 -0.8900
C -3.1291 0.4236 3.0192
C -4.5981 0.5950 3.4086
N -5.1389 1.9863 3.2860
C -4.3270 0.5166 0.4108
C -5.3930 -0.5596 0.2469
C -5.2804 -1.4397 -1.0033
N -6.1240 -0.9317 -2.0821
B -3.0907 -1.9023 1.4423
N -2.5399 -2.9946 0.6181
O -3.9989 -2.3068 2.4461
B -2.0566 1.9125 0.8199
O -2.6879 2.9154 1.5419
C -1.0259 2.4292 -0.2782
C 0.4098 1.8939 -0.1871
H 1.1002 -0.9829 2.9421
H -2.7675 -0.4236 3.5992
H -2.5694 1.2565 3.4400
H -5.2880 -0.0911 2.9337
H -4.6581 0.3509 4.4764
H -6.1352 1.8831 3.0989
H -5.0922 2.4304 4.1932
H -4.0881 0.8176 -0.6124
H -4.7722 1.4268 0.8099
H -6.3162 -0.0142 0.0505
H -5.6468 -1.1424 1.1312
H -5.6106 -2.4322 -0.6772
H -4.2565 -1.5554 -1.3423
H -5.8342 -1.2885 -2.9789
H -7.1017 -1.1098 -1.9138
H -3.1314 -3.8061 0.8025
H -1.6290 -3.2593 0.9867
H -3.5553 -2.8949 3.0639
H -3.3018 3.4171 0.9981
H -1.3821 2.2727 -1.2955
H -0.9515 3.5189 -0.1905
H 0.7328 1.8686 0.8443
H 1.0791 2.5267 -0.7728
H 0.4826 0.8877 -0.5820
Br 0.5791 -0.8398 -3.9635
C 0.9635 1.0265 -3.5981
C 2.3606 1.3998 -4.0072
Br 3.6479 0.7220 -2.7109
H 0.7918 1.1779 -2.5380
H 0.2247 1.5881 -4.1660
H 2.4895 2.4804 -4.0024
H 2.6391 1.0056 -4.9789
Br -9.4868 -3.4708 0.1095
C -8.6437 -4.2517 1.6822
C -7.1462 -4.0968 1.6217
Br -6.3106 -5.3461 0.3870
H -8.9699 -5.2847 1.7405
H -9.0424 -3.6947 2.5272
H -6.6938 -4.3097 2.5872
H -6.8466 -3.1039 1.2985
Br -8.0789 1.7980 1.6541
C -8.7386 0.4742 0.3892
C -8.8447 1.0400 -0.9994
Br -10.4008 2.1985 -1.1832
H -9.6878 0.1146 0.7732
H -8.0102 -0.3299 0.4135
H -8.9903 0.2438 -1.7256
H -7.9771 1.6282 -1.2787
Br 3.0283 1.5253 2.8815
C 3.6891 3.3388 3.0570
C 4.8947 3.5519 2.1826
Br 6.4896 2.7253 2.9414
H 3.8900 3.5113 4.1094
H 2.8719 3.9815 2.7346
H 5.1351 4.6103 2.0969
H 4.7695 3.1292 1.1914
Br 4.9855 -1.7177 2.9170
C 4.3925 -2.8777 1.4777
C 4.2933 -2.1391 0.1813
Br 2.7018 -1.0332 0.0827
H 3.4447 -3.3092 1.7830
H 5.1467 -3.6610 1.4210
H 4.1966 -2.8413 -0.6454
H 5.1377 -1.4983 0.0102
Br 7.9557 6.3292 0.9570
C 8.5486 4.5991 0.2805
C 8.1924 4.4165 -1.1694
Br 6.3034 4.0154 -1.4117
H 8.1079 3.8450 0.9250
H 9.6275 4.5997 0.4117
H 8.7216 3.5597 -1.5809
H 8.4046 5.2963 -1.7684
Br 7.6513 -1.8343 1.7385
C 7.9646 -2.9328 0.1456
C 8.4397 -2.1227 -1.0597
Br 7.0529 -1.1097 -1.9614
H 7.0441 -3.4762 -0.0364
H 8.7485 -3.6293 0.4355
H 8.8242 -2.7930 -1.8258
H 9.2050 -1.4025 -0.7906
Br -13.3875 4.6165 -0.2810
C -12.6926 6.4324 -0.3444
C -11.4626 6.5275 -1.2065
Br -9.8990 5.8025 -0.3121
H -12.5065 6.7333 0.6811
H -13.4972 7.0348 -0.7605
H -11.2233 7.5688 -1.4116
H -11.5666 5.9890 -2.1430
Br 13.0138 6.6196 1.6257
C 11.8293 5.7983 2.9331
C 12.2158 4.3698 3.2103
Br 11.6760 3.1830 1.7671
H 10.8183 5.8971 2.5485
H 11.9333 6.3997 3.8331
H 11.6979 4.0006 4.0927
H 13.2852 4.2410 3.3380
Br -2.8518 -7.4478 -1.0298
C -4.5234 -7.7888 -1.9598
C -5.1672 -9.0692 -1.5031
Br -4.2758 -10.6348 -2.2445
H -4.2988 -7.7848 -3.0212
H -5.1627 -6.9410 -1.7233
H -6.1928 -9.1287 -1.8606
H -5.1532 -9.1806 -0.4242
Br 0.2303 -13.2250 -5.4006
C -0.6985 -13.2387 -3.6911
C -1.9454 -14.0800 -3.7424
Br -3.3855 -13.1707 -4.6799
H -0.9029 -12.2041 -3.4354
H 0.0117 -13.6553 -2.9806
H -2.3236 -14.2577 -2.7380
H -1.7913 -15.0291 -4.2447
Br 13.3051 10.3893 -0.0793
C 13.6075 9.3254 -1.6792
C 12.3901 9.2928 -2.5631
Br 11.0267 8.1038 -1.8537
H 13.9091 8.3368 -1.3484
H 14.4382 9.8060 -2.1914
H 12.6416 8.8926 -3.5428
H 11.9302 10.2685 -2.6782

Atoms 1-3, force components in eV/Å:
C -0.846 0.440 0.217
C 0.588 -0.174 -0.058
P -0.953 0.436 1.920

## Properties
LUMO level ... 0.0516 Eh
DFT total energy ... -64242.92782 a.u.
HOMO ... -3.633 eV
Charge ... -1



2.
C33H72Cl30FN5O6P3S | ωB97M-V/def2-TZVPD

CARTESIAN COORDINATES (ANGSTROEM)
C 5.3086 -0.5034 3.4830
C 3.7500 -0.8496 3.5360
C 3.5068 -2.0114 2.5186
C 2.0020 -2.3519 2.2403
C 1.1388 -1.0941 1.7609
C 0.4813 -1.4840 0.3925
N -0.6465 -0.6367 -0.0490
C -0.5731 0.7511 -0.0061
N 0.3893 1.5945 -0.2800
C 1.6787 1.0914 -0.8254
C 2.4471 2.1148 -1.7228
C 1.6048 2.3087 -3.0487
C 0.2919 3.0443 -0.0921
S 1.5148 3.6421 1.1850
O 2.3797 4.7032 0.6139
O 2.2228 2.5136 1.8191
N -1.8782 1.2108 0.4043
P -2.6968 2.0496 -0.9362
O -2.3485 1.4273 -2.2792
C -2.6893 0.1294 1.0810
N -4.0973 0.0713 0.7949
C -2.3201 0.3552 2.6097
C -3.5113 0.2984 3.6279
C -4.4057 1.5983 3.6761
F -4.2803 -0.8723 3.5429
C -2.0148 -1.0897 0.3204
C -2.1856 -2.2753 1.3530
N -2.0065 -3.6381 0.7795
C -1.2293 -4.5015 1.7261
P -2.7016 -1.6313 -1.3546
P -4.7292 -2.3757 -1.2501
O -5.6647 -1.1977 -1.4706
O -5.1723 -3.0918 0.1880
O -4.9410 -3.3781 -2.5682
H 5.8531 -0.9193 4.3679
H 5.4969 0.5948 3.4374
H 5.7451 -0.9213 2.5392
H 3.2227 0.0993 3.2882
H 3.5272 -1.1272 4.5941
H 4.0713 -1.8682 1.5611
H 3.9546 -2.9322 2.9791
H 1.9669 -3.1959 1.5141
H 1.5638 -2.7122 3.2074
H 1.8533 -0.2431 1.7131
H 0.4231 -0.8917 2.5868
H 0.2588 -2.5719 0.4198
H 1.2979 -1.4019 -0.3703
H 2.3863 0.7380 -0.0352
H 1.4077 0.2517 -1.5161
H 3.4058 1.6368 -2.0500
H 2.7315 3.0677 -1.2253
H 1.6100 1.3070 -3.5551
H 0.5192 2.5094 -2.8424
H 2.0397 3.0505 -3.7484
H -0.6920 3.3433 0.3526
H 0.3659 3.6170 -1.0427
H 0.7908 4.2737 2.1937
H -4.0850 2.1823 -0.7192
H -2.2001 3.3941 -1.0231
H -4.5415 -0.7852 1.1052
H -4.6093 0.9081 1.0502
H -1.5304 -0.3213 3.0033
H -1.8985 1.3892 2.6925
H -3.0344 0.2663 4.6423
H -5.2735 1.5539 2.9861
H -4.8199 1.6220 4.7171
H -3.7767 2.5070 3.5761
H -1.4207 -2.2075 2.1708
H -3.1795 -2.2774 1.8656
H -2.8986 -4.1203 0.6989
H -1.5997 -5.5476 1.5644
H -1.4680 -4.2764 2.7982
H -0.1400 -4.5071 1.5077
H -1.9112 -2.7867 -1.6810
H -6.1319 -2.9349 0.2607
H -5.3705 -2.8101 -3.2371
C -4.7618 -1.7439 -6.4671
Cl -3.3456 -2.6647 -5.9439
Cl -6.2330 -2.3209 -5.6732
H -4.6146 -0.6977 -6.2142
H -4.8768 -1.8536 -7.5377
C 6.3022 0.9848 -1.2704
Cl 5.3921 -0.1783 -0.2972
Cl 5.5510 1.2104 -2.8523
H 6.3219 1.9389 -0.7510
H 7.3147 0.6173 -1.4080
C -8.0394 -0.5833 -8.9260
Cl -6.3717 -0.8546 -9.4516
Cl -8.1091 0.2388 -7.3648
H -8.5409 0.0325 -9.6670
H -8.5412 -1.5425 -8.8404
C -10.9157 2.8921 -7.7035
Cl -9.8901 2.4060 -9.0585
Cl -12.1659 1.6856 -7.3765
H -10.2977 3.0057 -6.8182
H -11.3932 3.8368 -7.9449
C 4.8573 4.5762 -5.1655
Cl 4.7451 4.4644 -3.4043
Cl 4.7242 2.9836 -5.9213
H 4.0509 5.2060 -5.5293
H 5.8162 5.0123 -5.4292
C -5.1319 -0.2339 -12.6787
Cl -5.8554 0.5532 -14.0852
Cl -3.3652 -0.2058 -12.7610
H -5.4486 0.2882 -11.7823
H -5.4654 -1.2668 -12.6429
C 7.4199 -4.0361 3.3568
Cl 6.2389 -4.2597 2.0599
Cl 6.8047 -4.6534 4.8950
H 8.3318 -4.5681 3.1015
H 7.6271 -2.9749 3.4638
C 0.5496 -0.5479 -12.2014
Cl 1.9926 -1.0092 -13.1106
Cl 0.9732 0.2253 -10.6686
H -0.0334 0.1488 -12.7969
H -0.0361 -1.4389 -11.9952
C 4.1427 -4.3509 -1.4982
Cl 3.1300 -2.9297 -1.7859
Cl 4.2217 -4.7281 0.2251
H 3.7231 -5.1994 -2.0305
H 5.1464 -4.1454 -1.8590
C -5.4071 5.0230 0.1820
Cl -5.1696 4.6335 -1.5246
Cl -4.3810 4.0213 1.2261
H -5.1552 6.0670 0.3431
H -6.4465 4.8472 0.4424
C 6.2960 -3.4671 8.2533
Cl 5.2941 -2.0496 7.9171
Cl 6.3623 -3.8134 9.9839
H 5.8717 -4.3253 7.7410
H 7.3026 -3.2807 7.8908
C 9.0580 -1.8948 11.8501
Cl 9.0655 -2.3052 13.5681
Cl 10.6997 -1.8487 11.1912
H 8.4852 -2.6424 11.3134
H 8.6014 -0.9174 11.7239
C -12.1335 4.7627 -4.6153
Cl -12.8558 5.5478 -6.0237
Cl -10.3658 4.8125 -4.6838
H -12.4642 5.2774 -3.7182
H -12.4546 3.7250 -4.5880
C 9.7809 2.1611 11.3459
Cl 8.6341 1.8107 10.0447
Cl 9.1742 1.6037 12.9096
H 10.7179 1.6543 11.1332
H 9.9414 3.2340 11.3933
C 5.5720 0.3067 11.7207
Cl 5.6152 -1.2120 12.6228
Cl 4.5294 0.2011 10.2934
H 5.1911 1.0885 12.3710
H 6.5804 0.5510 11.4009

Atoms 1-3, force components in eV/Å:
C -0.166 -0.034 -0.116
C 1.599 0.345 -0.396
C -0.548 -0.576 0.650

## Properties
LUMO level ... -0.0967 Eh
DFT total energy ... -17353.37285 a.u.
HOMO ... -11.074 eV
Charge ... +1



3.
C33H73N5O6 | ωB97M-V/def2-TZVPD

CARTESIAN COORDINATES (ANGSTROEM)
N 1.3935 0.0489 0.2827
O 1.8908 1.1727 0.0557
O 0.1936 -0.2645 0.1918
O 2.1347 -0.8607 0.6634
C -4.4154 1.9678 -1.3229
C -4.0875 3.1677 -0.4275
C -2.8092 3.9649 -0.8320
N -1.3467 3.4840 -0.3931
C -1.4909 3.2231 1.1063
C -0.1148 4.4491 -0.6608
C 1.1537 3.5560 -0.7966
C 0.5952 2.0848 -0.7587
C -0.8731 2.1550 -1.0703
H -3.6239 1.2232 -1.2390
H -4.3070 2.2077 -2.3806
H -5.2884 1.4199 -0.9682
H -4.0764 2.8512 0.6154
H -4.9417 3.8447 -0.4218
H -2.7442 5.0078 -0.5217
H -2.7570 4.0473 -1.9176
H -1.7782 2.2040 1.3651
H -2.1269 3.8714 1.7092
H -0.5565 3.4174 1.6329
H 0.0534 5.1926 0.1184
H -0.2966 5.0404 -1.5582
H 1.7746 3.7411 0.0799
H 1.6576 3.7833 -1.7360
H 0.8852 1.5955 0.1711
H 1.0436 1.5470 -1.5940
H -1.3290 1.2183 -0.7495
H -1.0978 2.3089 -2.1258
C -2.2010 2.1539 -4.0908
C -1.5544 0.8967 -3.6368
C -2.2550 0.1987 -2.4792
N -1.4758 -1.0740 -1.9057
C -0.0416 -0.7182 -1.5945
C -2.3194 -1.6286 -0.7313
C -2.6536 -3.1108 -1.0424
C -2.7348 -3.0488 -2.5499
C -1.4759 -2.2157 -2.9438
H -1.8072 2.4967 -5.0476
H -2.1782 2.9263 -3.3221
H -3.2489 1.9763 -4.3325
H -0.5398 1.1342 -3.3167
H -1.5732 0.2100 -4.4830
H -3.1848 -0.2190 -2.8655
H -2.3517 0.9223 -1.6698
H 0.3329 -1.5159 -0.9529
H -0.0769 0.2023 -1.0119
H 0.4897 -0.6818 -2.5455
H -1.7684 -1.3500 0.1670
H -3.1656 -0.9425 -0.6944
H -1.9260 -3.8752 -0.7697
H -3.6096 -3.4381 -0.6337
H -2.8297 -3.9202 -3.1978
H -3.6620 -2.6119 -2.9207
H -0.5466 -2.7839 -2.9019
H -1.6247 -1.7535 -3.9197
C 1.5487 -1.8366 -3.7318
C 2.5778 -2.0953 -2.6829
C 2.2281 -3.2181 -1.7231
N 3.3897 -3.5940 -0.7075
C 4.6403 -4.2344 -1.3586
C 2.8177 -4.4479 0.4824
C 3.6335 -4.0029 1.7395
C 4.2507 -2.6280 1.4750
C 3.8135 -2.2871 0.0599
H 1.2242 -2.6316 -4.4032
H 1.9699 -0.9678 -4.2376
H 0.5985 -1.5544 -3.2783
H 2.8470 -1.2026 -2.1185
H 3.5103 -2.4335 -3.1348
H 2.1001 -4.1471 -2.2786
H 1.4346 -2.9344 -1.0317
H 4.4527 -5.0854 -2.0134
H 5.4043 -4.5031 -0.6290
H 4.9115 -3.4105 -2.0187
H 2.9910 -5.5018 0.2647
H 1.7553 -4.2392 0.6077
H 4.5216 -4.5556 2.0458
H 3.0692 -3.8235 2.6546
H 5.3131 -2.5059 1.6859
H 3.8537 -1.8458 2.1220
H 4.6555 -1.8181 -0.4492
H 3.0777 -1.4830 0.0612
C 2.2774 -1.3153 4.5364
C 0.8489 -1.1654 3.9076
C 0.2409 0.2510 4.2443
N -0.8795 0.6296 3.2870
C -0.4534 0.6035 1.7695
C -1.3784 2.0221 3.6621
C -2.5449 1.9948 4.6769
C -3.0257 0.5169 4.6138
C -2.1763 -0.2249 3.5835
H 3.0536 -0.7094 4.0689
H 2.6712 -2.3147 4.3510
H 2.3472 -1.2638 5.6229
H 0.1388 -1.9519 4.1628
H 1.0303 -1.2577 2.8367
H 0.9457 1.0502 4.0145
H -0.1936 0.3718 5.2366
H -1.2875 0.9298 1.1482
H -0.0550 -0.3457 1.4114
H 0.3718 1.3036 1.6394
H -1.6416 2.4855 2.7112
H -0.5466 2.6548 3.9716
H -3.3176 2.7091 4.3924
H -2.2609 2.2647 5.6941
H -4.0713 0.5080 4.3062
H -3.0196 -0.1289 5.4919
H -2.8952 -0.1601 2.7667
H -1.9084 -1.2748 3.7021
O 3.1827 2.6192 0.8065
C 3.9664 2.9824 -0.1950
O 3.8004 2.4712 -1.3546
O 4.9675 3.6933 0.0605
H 2.4905 2.1391 0.3462

Atoms 1-3, force components in eV/Å:
N 2.565 -2.721 0.511
O 9.486 -13.149 2.171
O 4.493 1.283 2.788

## Properties
LUMO level ... -0.1906 Eh
DFT total energy ... -2024.72766 a.u.
Relative energy (zero: lowest compared OMol25 entry of this formula, charge and spin) ... 24.378 eV
HOMO ... -9.855 eV
Charge ... +2



Among the records above, which one has the lowest LUMO level? C33H73N5O6